Below is a cluster of 8 separate species, C32H80F2N6O11S2 in total in a non-equilibrium geometry, with properties calculated with ωB97M-V/def2-TZVPD.

Output
Charge = -1
2S+1 = 2
E_HOMO (alpha / beta) = -1.45 / -5.40 eV

CARTESIAN COORDINATES (ANGSTROEM)
O 0.328986 -1.281807 3.942921
H 0.342376 -0.985457 3.029911
H -0.530934 -1.046047 4.298661
H 0.932646 -0.724077 4.439041
N -0.040704 -0.350557 1.665971
S -0.930624 -1.392797 0.598461
O -0.320754 -1.586387 -0.760719
O -2.343584 -1.448957 0.746041
F -0.412814 -2.709867 1.376691
S -0.727724 0.890703 1.223811
O -2.057854 1.224393 1.765841
O -0.579234 1.311353 -0.160109
F 0.243356 1.896673 1.961101
C 3.829806 1.667263 0.443961
C 3.165606 0.269203 0.749001
O 2.500496 0.371023 1.974981
H 4.697116 1.848863 1.078701
H 3.200246 2.550613 0.337001
H 4.375186 1.440083 -0.472039
H 3.856886 -0.570737 0.680241
H 2.437596 0.209473 -0.060029
H 1.622796 -0.002287 1.865991
C 2.253136 -5.978627 -1.533189
C 1.087576 -5.468357 -0.570749
C 0.402436 -6.651187 0.037241
C 1.177306 -7.459487 1.067461
C 1.658086 -6.499437 2.140221
C 2.373786 -5.129207 1.667741
N 1.583646 -4.633897 0.484241
O 2.008656 -3.430927 0.018531
C 2.266696 -4.146277 2.894931
C 3.883586 -5.240647 1.461561
C 0.056256 -4.644297 -1.437419
H 2.783426 -5.083547 -1.858339
H 1.868566 -6.389377 -2.466729
H 3.017436 -6.512377 -0.968329
H -0.466454 -6.256217 0.563661
H -0.228774 -7.228327 -0.638469
H 2.045436 -7.932047 0.607971
H 0.582506 -8.299527 1.426141
H 2.209016 -7.023277 2.921351
H 0.746816 -6.218427 2.668151
H 2.848876 -4.547687 3.724411
H 2.664596 -3.141557 2.752361
H 1.337216 -3.866177 3.390631
H 4.385856 -5.525077 2.386171
H 4.141026 -6.077497 0.812321
H 4.429366 -4.462637 0.927771
H -0.888154 -4.696877 -0.895749
H -0.163174 -5.292937 -2.285489
H 0.288896 -3.677677 -1.884219
H 1.218326 -2.885997 0.012831
C 1.776656 -2.395257 -5.009269
C 1.501896 -1.013377 -4.355149
C 2.348536 0.010473 -5.219719
C 1.995976 1.442923 -4.880399
C 0.556976 1.669213 -5.202389
C -0.459594 0.811443 -4.570129
N 0.011126 -0.639957 -4.464329
O -0.806914 -1.516887 -3.655589
C -0.929244 1.367523 -3.262219
C -1.609784 0.893173 -5.586539
C 1.977876 -0.933797 -2.884519
H 1.236606 -3.101017 -4.378109
H 2.823876 -2.672117 -5.130809
H 1.208136 -2.649767 -5.903759
H 3.382556 -0.276157 -5.028019
H 2.373466 -0.137667 -6.299319
H 2.537426 2.110763 -5.550409
H 2.308616 1.674033 -3.862099
H 0.614456 1.521463 -6.280799
H 0.405376 2.706723 -4.904599
H -0.128124 1.758143 -2.634739
H -1.521354 2.255743 -3.482619
H -1.614324 0.723093 -2.711329
H -2.490614 0.316963 -5.303289
H -2.010464 1.901183 -5.693579
H -1.300414 0.500513 -6.555149
H 1.628876 -1.843297 -2.395519
H 1.643856 -0.067287 -2.313829
H 3.052886 -1.101707 -2.819299
H -0.704064 -1.133507 -2.781489
C -2.875044 7.220133 -3.822789
C -3.163484 5.682483 -3.532829
C -3.180904 5.181453 -1.990219
O -1.898104 5.385363 -1.336799
C -1.587034 4.350893 -0.392439
N -4.448434 5.473973 -4.171899
H -2.839524 7.426633 -4.892459
H -1.909034 7.380763 -3.344109
H -3.559034 7.985363 -3.455789
H -2.485014 4.975223 -4.009879
H -3.614974 4.181783 -1.972049
H -3.893264 5.781063 -1.423559
H -1.211624 3.514383 -0.981869
H -2.344794 4.089963 0.346351
H -0.785754 4.793693 0.199151
H -4.437764 5.791443 -5.130649
H -4.762904 4.515073 -4.213329
C 3.338446 4.728383 2.567671
C 2.302956 4.365333 3.640861
C 0.871266 4.671643 3.259461
O -0.003694 3.923333 4.089201
C -1.355634 4.302043 3.800691
N 2.445116 2.966163 3.897421
H 4.336926 4.412773 2.870201
H 3.408676 5.796553 2.362261
H 3.033966 4.349783 1.591941
H 2.636306 4.987163 4.471711
H 0.770816 4.345113 2.224381
H 0.744446 5.753663 3.224281
H -1.573814 5.346283 4.024461
H -2.116014 3.678123 4.270411
H -1.696854 4.269893 2.765971
H 2.257636 2.502973 3.019691
H 1.561736 2.798103 4.357311
C -3.157404 -2.302157 5.237541
C -3.539464 -1.064697 4.339651
C -4.329794 0.106013 4.968851
O -4.348644 1.320473 4.176231
C -5.282144 1.250663 3.109271
N -2.361404 -0.515947 3.827321
H -2.773064 -3.175987 4.711431
H -3.990194 -2.650097 5.848701
H -2.431644 -1.978757 5.983721
H -4.157754 -1.385077 3.501091
H -3.882944 0.242413 5.953651
H -5.381164 -0.036517 5.218691
H -5.260244 2.199213 2.572731
H -6.242894 1.033593 3.576111
H -5.142644 0.446583 2.386701
H -2.125654 0.331103 4.324341
H -2.529704 -0.110437 2.917741

Atomic forces in eV per Å
1.615 -1.846 3.930
-0.389 1.559 -3.907
-2.618 0.059 -0.235
0.992 0.284 0.136
2.680 -5.549 2.433
0.803 3.519 -3.833
0.037 -0.953 2.315
-2.221 -2.110 1.101
0.030 -0.075 0.129
-4.701 4.678 -4.380
1.607 -0.068 0.279
0.785 0.385 0.556
0.105 0.593 0.776
1.520 -2.120 -0.296
-0.438 2.780 -0.642
1.033 -0.318 0.908
-0.375 0.303 0.722
-0.215 -0.487 0.109
-0.254 0.497 -0.735
0.218 0.096 0.126
-0.240 -0.649 -0.067
-0.455 -0.203 -0.175
-0.355 1.771 0.564
1.303 -0.085 -2.225
-2.105 -0.320 0.889
1.069 0.304 -1.225
-0.202 0.798 0.351
-1.521 0.304 0.386
-0.427 -1.224 2.564
1.475 1.111 -0.401
-0.029 0.481 0.378
0.668 -1.675 -0.982
-0.134 -2.075 0.084
0.025 0.308 -0.034
0.100 -0.715 0.336
-0.320 -0.696 -0.351
0.006 0.585 0.733
0.967 -0.502 -0.861
0.176 -0.094 -0.262
-0.151 0.246 0.405
0.635 0.115 -0.155
-0.081 0.547 0.024
0.260 -0.297 -0.087
0.535 -0.104 -0.768
-0.835 -0.805 -0.692
-0.003 0.465 0.190
-0.340 -0.480 -0.170
-0.570 0.746 0.535
-0.052 0.896 0.171
0.106 -0.160 -0.321
0.215 -0.056 0.734
-0.293 0.499 -0.098
-1.746 -0.543 1.203
-0.354 1.723 -1.431
0.049 -0.606 0.839
1.422 -0.610 0.184
1.948 0.900 -0.092
-1.038 -2.117 -0.046
1.083 -0.485 -1.294
0.829 1.416 -1.039
-0.345 0.973 0.565
-1.045 -0.942 0.068
0.037 -1.531 -0.527
0.627 -0.474 0.630
-0.029 0.201 0.237
0.271 1.065 -0.625
0.267 0.357 0.623
-1.093 -0.223 -0.249
0.350 0.159 0.150
-0.212 0.074 0.172
-0.877 0.369 -0.209
-0.717 0.172 -0.546
0.093 -0.534 0.262
-0.166 0.213 -0.086
0.360 -0.156 0.121
0.069 -0.329 0.323
0.434 0.291 -0.067
0.112 0.123 -0.007
-0.480 0.196 0.311
0.051 0.007 -0.230
0.281 0.573 -0.119
-0.144 -0.317 0.971
1.172 -1.474 0.869
-0.656 0.480 0.754
0.137 2.112 -0.926
-1.742 -0.568 -0.719
1.040 0.691 -0.571
-1.409 -0.305 0.259
0.386 -0.367 -0.119
0.198 0.515 -0.345
-0.433 -0.675 0.564
1.016 0.640 -0.051
0.719 -0.482 -0.005
-0.294 0.258 -0.114
-0.185 -0.395 0.642
-0.547 -0.101 -0.451
0.301 -0.271 -0.041
0.147 0.164 0.013
0.165 -0.248 0.228
-0.663 0.823 -0.563
1.446 1.035 -0.689
0.877 -0.096 -0.846
-1.414 1.296 -0.500
-0.739 0.188 -0.210
-0.393 -0.492 0.760
-0.184 -0.333 -0.137
-0.114 0.342 0.378
0.282 -0.585 0.030
-0.388 -0.292 0.726
-0.366 -0.231 -0.262
-0.640 0.234 0.559
0.345 0.225 0.686
0.583 -0.235 0.607
0.924 -0.541 -0.626
0.468 -0.496 -0.495
0.018 -0.858 0.734
-1.166 1.109 0.537
-1.717 -1.188 0.342
-0.719 0.191 0.545
1.014 -1.027 0.456
-0.200 -0.270 0.489
2.424 0.509 -0.393
0.060 0.413 -0.397
-0.346 -0.068 -0.105
0.340 0.085 -0.088
0.183 -0.508 -0.142
0.416 0.966 -0.022
-0.244 -0.897 -0.155
-0.075 -0.069 0.217
-0.546 0.381 -0.203
0.624 -0.095 -0.041
-0.039 0.407 0.422
0.255 -0.101 -0.658

Atom charges from the Löwdin analysis, given in e for atoms 1 to 99: 0.2448 -0.0057 0.0832 0.1542 -0.3622 0.5518 -0.3602 -0.3136 -0.2135 0.4176 -0.3278 -0.3214 -0.1785 -0.0708 -0.2865 -0.1256 0.0618 0.0578 0.0558 0.1089 0.0919 -0.0257 -0.0117 -0.4891 -0.1717 -0.1888 -0.1172 -0.3964 -0.1374 -0.0178 -0.0547 -0.0515 -0.0042 0.0700 0.0729 0.0518 0.1141 0.1216 0.0978 0.1085 0.1089 0.1078 0.0697 0.0723 0.0592 0.0760 0.0593 0.0864 0.0837 0.0750 0.0566 0.0388 -0.0420 -0.4328 -0.1535 -0.2032 -0.1863 -0.5097 -0.0530 -0.0213 -0.0354 -0.0511 -0.0251 0.0603 0.0798 0.0777 0.1042 0.1101 0.1091 0.1115 0.1202 0.1318 0.0797 0.0738 0.0943 0.0800 0.0756 0.0791 0.0523 0.0769 0.0867 0.0301 -0.0568 -0.3797 -0.1588 -0.2042 -0.0914 -0.0108 0.0589 0.0634 0.0679 0.1152 0.1123 0.1102 0.0677 0.0818 0.0774 0.0586 0.0628